Record 1
C26H47BrN8O8 | ωB97M-V/def2-TZVPD

E: -126061.350 eV
Orbital gap: 0.2884 Eh
SMILES string: C[C@@H](O)Cc1c(N)c(Br)cc2c1C(=O)N(N)C2=O.CN(C)C=O.CN(C)C=O.CN(C)C=O.CN(C)C=O.CN(C)C=O

Geometry (Å):
C: 0.065 -6.594 -1.895
H: -0.587 2.886 10.008
N: 4.594 -4.594 -6.726
O: -4.360 -2.757 -0.672
H: -4.342 0.040 -2.791
N: 1.445 4.166 4.033
H: 0.610 1.758 10.686
N: -2.536 -3.897 1.839
C: -3.375 0.568 -3.100
H: 6.151 -3.711 -7.784
H: -0.411 -7.131 -2.719
H: 1.411 -0.655 -2.695
H: -2.746 4.948 -0.516
O: -3.113 -1.268 3.370
H: 1.307 -4.892 -4.317
H: -3.608 1.445 -3.802
N: 0.641 -5.366 -2.403
H: -4.072 3.781 -0.342
H: 1.854 -6.476 -3.707
H: -1.131 -2.312 -3.481
O: 0.702 -3.076 -2.320
O: 3.533 -6.471 -5.947
H: 6.584 -4.242 -6.142
C: 5.800 -3.791 -6.753
H: 0.298 3.322 11.488
C: -0.044 -0.314 -1.261
C: 0.260 -4.144 -1.938
C: 0.235 3.663 3.663
C: 1.654 -5.439 -3.438
C: -2.104 -1.561 -0.185
O: -0.005 3.109 2.604
O: -1.323 0.294 -4.456
H: 5.573 -2.795 -6.365
Br: 2.074 1.190 0.502
C: -0.399 -0.235 1.451
C: 3.438 -4.152 -7.482
H: -1.244 1.089 -3.877
C: -4.869 5.668 -2.815
H: -2.998 -4.791 1.640
H: 3.126 4.453 10.373
H: -2.792 1.013 -2.224
H: 2.810 2.929 11.245
H: 3.172 -4.922 -8.211
H: 0.861 -7.210 -1.469
H: 2.572 -4.970 -3.074
C: 1.650 4.813 5.316
H: 1.306 0.969 -2.182
H: -1.580 -3.846 1.453
H: 3.458 4.497 3.551
H: -0.679 -6.388 -1.125
N: 1.429 3.423 9.746
C: 2.780 3.422 10.273
C: -3.408 -2.436 0.067
H: 2.313 4.560 2.183
N: 0.788 0.104 -2.386
H: 0.137 3.944 8.227
C: 2.562 4.051 3.117
H: 2.413 4.269 5.868
H: 2.743 2.995 2.904
H: -0.544 3.802 4.430
H: -0.514 -4.201 -1.154
N: -3.319 -2.798 1.495
O: -2.476 3.001 -2.462
H: 5.444 -5.996 -5.475
H: 0.730 4.828 5.899
H: -2.993 -0.926 -4.730
C: 4.513 -5.752 -6.011
C: -1.663 -1.086 1.236
H: -4.892 5.533 -3.898
H: 3.437 2.898 9.575
H: -4.420 5.531 -0.312
H: -0.105 0.067 2.504
C: -1.888 -1.668 -2.899
C: 1.195 3.998 8.534
C: 0.420 0.132 0.179
N: -3.959 4.727 -2.194
C: -1.341 -1.182 -1.469
O: 2.037 4.527 7.830
C: -3.794 4.755 -0.753
C: -2.405 -0.469 -3.844
H: -5.873 5.511 -2.413
H: -4.539 6.685 -2.588
C: -2.752 -1.659 2.245
H: 3.654 -3.216 -7.998
C: 0.371 2.812 10.524
H: -3.452 3.880 -4.004
C: -3.254 3.817 -2.921
H: -2.824 -2.312 -2.679
H: 1.984 5.840 5.146
H: 2.597 -4.010 -6.799

Here are the Löwdin charges for atoms 1 to 2, given in e: -0.057 0.085



Record 2
C15H20AlF3N | ωB97M-V/def2-TZVPD

E: -32120.273 eV
Orbital gap: 0.2657 Eh
Total charge: -1

Geometry (Å):
C: 2.833 -4.352 0.048
C: 0.201 4.179 0.341
C: -3.008 0.426 -0.059
C: 2.443 3.684 1.045
C: 1.146 -3.323 -1.907
H: -2.737 -2.468 -1.944
H: -2.940 -0.591 3.101
H: 0.471 -2.922 -2.650
C: 1.771 5.941 0.686
C: 2.753 5.040 1.039
H: 4.337 -4.377 -1.482
H: 2.835 -3.454 -3.216
H: 3.741 5.396 1.303
C: 3.309 -4.142 -1.239
N: -1.998 -0.839 2.818
C: -3.135 -0.418 -1.319
H: -2.390 -0.120 -2.054
C: -3.109 -1.934 -1.073
C: 0.693 -3.538 -0.619
H: 3.489 -4.753 0.810
H: -0.247 6.275 0.071
H: -0.864 1.494 1.679
C: 0.498 5.536 0.338
H: -0.790 3.837 0.071
F: 2.066 7.267 0.681
H: 0.923 2.201 0.698
C: 1.171 3.254 0.696
H: 3.199 2.963 1.327
H: -4.110 -0.198 -1.772
F: -0.575 -3.246 -0.321
H: 1.129 -4.190 1.365
H: -3.951 0.322 0.492
C: 2.465 -3.626 -2.213
H: -1.912 -1.847 2.764
H: -2.511 -2.201 -0.211
Al: -1.440 0.051 1.224
H: -4.136 -2.272 -0.941
F: -2.906 1.785 -0.520
H: -0.229 -0.796 0.578
C: 1.518 -4.046 0.366

Here are the natural (NBO) charges for atoms 1 to 2, given in e: -0.196 -0.179



Record 3
C4H12N2O | ωB97M-V/def2-TZVPD

Relative energy (zero: lowest compared OMol25 entry of this formula, charge and spin): 230.7 kJ/mol
2S+1: 2
E: -9360.026 eV
Orbital gap (spin up / spin down): 0.3964 / 0.1856 Eh
Total charge: +1
⟨S²⟩: 0.7549

Geometry (Å):
H: 0.356 1.399 -0.818
H: 1.697 -0.029 1.571
C: 0.727 0.268 1.173
H: 1.953 0.953 -0.374
N: -1.663 0.154 1.357
C: 1.893 -1.283 -1.334
C: 0.906 0.623 -0.306
N: 0.846 -0.667 -1.010
H: 2.899 -0.969 -1.152
C: -0.451 -0.662 1.485
H: -0.436 -1.507 0.780
H: -1.455 0.337 -1.032
H: 0.517 1.198 1.721
O: -1.747 1.196 -1.361
H: 1.722 -2.189 -1.908
H: -1.719 1.023 -2.312
H: -1.557 1.066 0.933
H: -2.151 0.312 2.239
H: -0.556 -0.957 2.529

Here are the natural (NBO) charges for atoms 1 to 2, given in e: 0.264 0.275



Record 4
C5H6O2 | ωB97M-V/def2-TZVPD

Relative energy (zero: lowest compared OMol25 entry of this formula, charge and spin): 351.4 kJ/mol
E: -9373.454 eV
Orbital gap: 0.3957 Eh
SMILES string: C#CCC=O.C=O

Geometry (Å):
C: 2.474 -0.996 0.091
O: 0.144 2.208 0.474
H: -0.667 -0.478 1.832
C: -0.531 1.968 -0.500
C: -0.171 -1.001 -0.244
H: 3.533 -1.069 0.236
C: 1.278 -0.956 -0.044
O: -2.237 -0.169 0.578
C: -1.084 -0.441 0.815
H: -0.571 -2.009 -0.031
H: -0.297 2.357 -1.505
H: -1.407 1.312 -0.436
H: -0.463 -0.728 -1.266

Here are the natural (NBO) charges for atoms 1 to 2, given in e: -0.200 -0.506